No. 1
Here is CH5N3O2 as an isolated structure from OMol25. Energies are from ωB97M-V/def2-TZVPD.

```
11
CH5N3O2 | OMol25 | ωB97M-V/def2-TZVPD
C -0.517 0.630 -0.048
N -1.332 -0.348 0.274
N -0.475 1.737 -0.584
N 0.962 -0.108 0.111
O 0.790 -1.079 1.023
O 1.434 -0.636 -1.098
H 1.838 0.396 0.378
H -0.379 -1.144 0.707
H -2.073 -0.243 1.031
H 0.998 -1.520 -1.030
H -1.244 2.314 -0.765
```

Output
**Charge**: 0
**Highest occupied orbital energy**: -9.4 eV
**F_max**: 2.77 eV Å⁻¹
**Orbital gap**: 10.2 eV

Here are the Mulliken charges for atoms 1 to 6, given in e: C 0.402; N -0.635; N -0.580; N 0.060; O -0.547; O -0.372

---

No. 2
Here is C14H24AuClN5O6 as an isolated structure from OMol25. Energies are from ωB97M-V/def2-TZVPD.

```
51
C14H24AuClN5O6 | OMol25 | ωB97M-V/def2-TZVPD
O -0.270 -2.225 -4.834
H -1.011 -1.840 -4.318
Au -0.435 0.032 -0.248
N 1.062 -0.996 -0.901
N -1.099 -1.737 0.178
N 0.303 1.889 -0.432
N -1.756 1.011 0.907
O 2.412 -0.627 -1.000
O 1.446 2.318 -1.134
O -2.885 0.513 1.580
O -2.252 -2.125 0.876
C -0.424 -2.758 -0.564
C 0.752 -2.369 -1.112
C -0.289 2.772 0.282
C -1.497 2.257 1.070
C 1.733 -3.209 -1.922
H 1.882 -2.727 -2.889
H 1.376 -4.216 -2.116
H 2.694 -3.270 -1.414
C -1.069 -4.137 -0.651
H -2.044 -4.041 -1.130
H -1.207 -4.555 0.345
H -0.487 -4.840 -1.240
C 0.116 4.244 0.421
C -2.288 3.238 1.943
H 0.752 4.575 -0.399
H 0.669 4.401 1.347
H -0.751 4.904 0.418
H -2.887 2.728 2.697
H -2.966 3.831 1.331
H -1.631 3.916 2.487
H 1.479 1.644 -1.853
H -2.912 -0.403 1.261
C -1.741 0.073 -1.776
H -2.130 0.082 -2.794
H -1.848 1.137 -1.583
H -2.567 -0.399 -1.247
O 1.813 0.989 -4.420
H 1.484 0.074 -4.805
H 1.065 1.109 -3.757
Cl 4.126 1.422 2.891
C 2.612 0.544 2.764
C 2.150 -0.209 3.837
C 0.945 -0.884 3.721
C 0.211 -0.792 2.537
N 0.662 -0.062 1.463
C 1.861 0.599 1.587
H 2.723 -0.269 4.753
H 0.574 -1.476 4.549
H -0.722 -1.319 2.510
H 2.266 1.184 0.785
```

Output
**Charge**: +1
**Highest occupied orbital energy (alpha / beta)**: -9.2 / -8.9 eV
**F_max**: 8.52 eV Å⁻¹
**Multiplicity**: 3
**Orbital gap (alpha / beta)**: 3.4 / 2.8 eV

Here are the Mulliken charges for atoms 1 to 6, given in e: O -0.740; H 0.179; Au 1.220; N 0.555; N 0.589; N 0.238

---

No. 3
Here is a 12-piece molecular cluster, H24O12 overall from OMol25. Energies are from ωB97M-V/def2-TZVPD.

```
36
H24O12 | OMol25 | ωB97M-V/def2-TZVPD
O -0.225 1.708 -2.194
H -0.590 2.530 -1.961
H -1.041 1.154 -2.435
O 1.485 1.992 1.623
H 2.059 2.459 2.267
H 1.173 1.221 2.214
O 0.835 -1.183 -2.171
H 0.592 -0.701 -2.946
H 0.818 -2.136 -2.487
O -0.838 -0.133 0.235
H -0.374 -0.641 0.962
H -0.135 -0.072 -0.425
O 0.165 0.334 3.368
H 0.556 0.371 4.343
H -0.705 0.262 3.708
O -3.276 -1.576 -0.672
H -3.750 -0.904 -0.042
H -2.528 -1.405 -0.062
O -2.934 1.519 1.083
H -2.116 1.166 0.668
H -2.636 2.236 1.817
O 1.006 -1.674 1.665
H 1.619 -0.980 1.095
H 0.850 -1.309 2.583
O -2.407 -0.089 -3.008
H -3.067 0.425 -3.271
H -2.462 -0.520 -2.100
O 0.647 -3.850 0.047
H 0.770 -3.106 0.513
H 0.785 -3.529 -0.883
O 2.972 -0.126 0.610
H 2.447 0.697 0.725
H 3.424 -0.055 -0.197
O 2.540 1.940 -1.924
H 1.551 1.710 -1.727
H 2.794 2.273 -1.005
```

Output
**Charge**: 0
**Highest occupied orbital energy**: -10.7 eV
**SMILES**: O.O.O.O.O.O.O.O.O.O.O.O
**F_max**: 7.36 eV Å⁻¹
**Orbital gap**: 10.1 eV

Here are the Mulliken charges for atoms 1 to 6, given in e: O -0.609; H 0.261; H 0.283; O -0.654; H 0.309; H 0.358

---

No. 4
Here is C31H34BO5 as an isolated structure from OMol25. Energies are from ωB97M-V/def2-TZVPD.

```
71
C31H34BO5 | OMol25 | ωB97M-V/def2-TZVPD
C 7.699 1.494 0.231
C 6.460 0.741 0.155
C 6.074 -0.385 0.888
C 4.846 -0.803 0.315
C 4.360 0.205 -0.581
B 3.866 -0.056 -2.326
O 3.388 -1.287 -2.650
C 1.961 -0.960 -2.479
C 1.281 -1.273 -3.803
C 1.409 -1.889 -1.409
C 1.962 0.635 -2.180
C 0.844 1.416 -2.832
C 2.101 1.030 -0.699
O 3.219 1.053 -2.849
O 5.447 1.115 -0.696
H 8.525 0.848 0.528
H 8.019 1.973 -0.722
H 7.643 2.266 1.008
H 6.625 -0.822 1.705
H 4.336 -1.721 0.543
H 0.195 -1.171 -3.725
H 1.669 -0.599 -4.582
H 1.502 -2.312 -4.093
H 0.320 -1.823 -1.299
H 1.636 -2.930 -1.705
H 1.887 -1.737 -0.424
H -0.128 0.987 -2.563
H 0.871 2.456 -2.475
H 0.941 1.412 -3.922
H 1.267 0.595 0.095
H 2.980 0.597 -0.127
H 2.203 2.108 -0.625
C -2.408 4.375 5.267
O -1.266 4.651 4.423
C -0.757 3.657 3.658
C 0.138 4.030 2.625
C 0.455 3.113 1.640
C -0.044 1.793 1.644
C 0.136 0.959 0.385
C -0.852 -0.195 0.287
C -1.908 -0.157 -0.640
C -2.813 -1.219 -0.735
C -2.684 -2.305 0.131
O -3.446 -3.457 0.006
C -4.748 -3.371 -0.497
C -5.180 -4.434 -1.289
C -6.469 -4.405 -1.824
C -7.332 -3.344 -1.517
C -6.905 -2.309 -0.690
C -5.602 -2.307 -0.168
C -1.652 -2.354 1.070
C -0.765 -1.284 1.168
C -0.828 1.411 2.743
C -1.170 2.309 3.747
H -2.624 5.349 5.704
H -3.271 4.016 4.684
H -2.163 3.643 6.048
H 0.502 5.050 2.600
H 1.102 3.422 0.820
H -0.156 1.638 -0.430
H -2.072 0.720 -1.272
H -3.591 -1.223 -1.491
H -4.492 -5.256 -1.494
H -6.797 -5.219 -2.466
H -8.350 -3.338 -1.918
H -7.574 -1.487 -0.429
H -5.251 -1.501 0.475
H -1.547 -3.239 1.679
H -0.009 -1.283 1.954
H -1.203 0.396 2.834
H -1.810 1.990 4.563
```

Output
**Charge**: +1
**Highest occupied orbital energy**: -10.7 eV
**F_max**: 6.32 eV Å⁻¹
**Orbital gap**: 6.4 eV

Here are the Mulliken charges for atoms 1 to 6, given in e: C -1.269; C 0.603; C -1.021; C -0.237; C 0.525; B 0.925

---

- What is the F_max in the first record?
  2.77 eV Å⁻¹